No. 1
Formula: C3H13N3O
Source: the Open Molecules 2025 dataset
Level of theory: the ωB97M-V functional and the def2-TZVPD basis

```
20
Properties=species:S:1:pos:R:3:forces:R:3
C -0.355906 1.822016 -0.542800 -0.566 -0.216 0.323
N -1.361444 0.735747 -0.393502 0.069 0.167 -0.655
N -1.722412 0.066054 -1.593499 -0.195 0.037 -0.172
N 0.163271 2.029915 0.779544 0.080 -1.052 0.436
O 0.638763 1.403566 -1.416331 0.156 -0.099 -0.226
H 1.179929 0.750703 -0.951915 0.028 0.087 0.004
H -2.216317 1.100766 0.023349 0.257 -0.089 -0.030
H -0.771823 2.750325 -0.968654 0.103 -0.221 0.090
H -0.946377 -0.541151 -1.840300 -0.194 0.140 0.008
H -1.837717 0.729188 -2.363293 0.081 -0.152 0.119
H 1.746353 -0.528955 1.061114 0.065 0.033 -0.055
H -0.379040 2.701920 1.306044 0.021 -0.075 0.086
C 0.259753 -2.113771 1.025954 0.040 0.105 -0.074
C 1.621091 -1.535736 0.658980 -0.110 -0.118 0.178
H -0.546519 -1.494774 0.635200 -0.054 -0.007 -0.008
H 0.144793 -2.166293 2.106644 -0.040 -0.061 0.088
H 0.148471 -3.117404 0.620704 -0.050 -0.087 0.023
H 1.754494 -1.511270 -0.420573 0.061 0.075 -0.142
H 2.418453 -2.152310 1.070705 0.117 0.029 -0.017
H 0.062183 1.071463 1.202628 0.132 1.505 0.024
```
Positions in Å, forces in eV/Å.

SMILES = NN[C@@H](N)O.CC
Kohn-Sham gap = 10.38 eV
LUMO level = 0.923 eV


No. 2
Formula: C3H13N4
Source: the Open Molecules 2025 dataset
Level of theory: the ωB97M-V functional and the def2-TZVPD basis

```
20
Properties=species:S:1:pos:R:3:forces:R:3
C 2.647810 -1.168412 0.133827 -2.494 -0.317 -3.397
C -0.500424 -1.698367 -0.412918 -5.053 -1.128 -0.575
C 1.398644 -0.372907 0.129176 0.450 1.956 0.101
N 1.469056 2.394573 0.014357 0.472 -1.275 0.805
N -3.111653 0.685644 0.331982 -0.719 -0.317 -0.197
N 0.162626 -0.426069 -0.180572 3.667 0.518 -0.699
N -0.448005 0.701376 -0.507543 -3.148 0.888 -0.470
H 2.255795 -2.248496 -0.125483 1.587 1.800 0.363
H 3.024737 -1.022155 1.056607 1.378 -0.423 3.402
H 3.411831 -0.636842 -0.515278 -1.067 -1.172 0.006
H -1.129599 -1.929287 0.526692 1.341 0.045 -1.429
H -1.326522 -1.657280 -1.271900 1.681 0.934 1.833
H 0.006089 -2.557112 -0.837395 1.266 0.266 0.790
H 1.440084 2.863573 0.934848 -0.334 -0.559 0.014
H 2.473037 2.322882 -0.097254 0.379 -0.099 -0.611
H -3.817056 0.991756 -0.338069 -0.106 -0.733 -0.080
H -3.003220 1.539936 0.837813 0.364 0.505 0.913
H -1.459073 0.562564 -0.311891 0.066 0.582 -0.181
H 0.022874 1.660744 -0.344009 0.272 -2.022 -0.095
H -3.517030 -0.006114 0.977004 -0.002 0.551 -0.491
```
Positions in Å, forces in eV/Å.

Kohn-Sham gap (spin up / spin down) = 6.97 / 6.97 eV
total charge = +1
LUMO level (spin up / spin down) = -6.153 / -6.152 eV


No. 3
Formula: C3H13N4
Source: the Open Molecules 2025 dataset
Level of theory: the ωB97M-V functional and the def2-TZVPD basis

```
20
Properties=species:S:1:pos:R:3:forces:R:3
C -1.617016 0.432169 2.819264 -0.440 0.307 -0.131
C -1.197399 1.136191 1.547209 0.152 -0.008 0.002
N 0.004894 0.464284 0.941860 0.108 0.358 0.370
H -2.528036 0.910389 3.183529 0.123 0.025 0.089
H -1.881664 -0.601868 2.633455 0.108 -0.271 -0.036
H -0.863020 0.499224 3.598496 0.101 -0.030 0.063
H -1.980549 1.093787 0.800757 -0.133 0.085 -0.130
H -0.927888 2.179628 1.724907 -0.084 -0.144 0.009
H 0.609769 0.141325 1.691962 0.117 -0.217 0.040
H 0.566176 1.113427 0.390472 -0.024 -0.004 -0.159
H -0.200530 -0.341988 0.285923 0.061 -0.222 -0.195
N 1.986266 -1.453951 -2.546787 -0.263 -0.118 -0.159
C 0.971771 -0.812055 -1.899979 0.273 0.205 -0.189
N 0.974953 0.572286 -2.017874 -0.088 -0.025 0.025
N 0.098465 -1.355506 -1.128885 -0.180 0.059 -0.041
H 1.912698 -2.456155 -2.599089 0.128 -0.074 0.093
H 2.391023 -1.039253 -3.370949 -0.021 0.070 0.041
H 1.542721 0.940388 -2.765452 0.084 0.100 0.073
H 0.035001 0.939188 -2.054599 0.003 0.038 -0.069
H 0.102360 -2.361507 -1.234217 -0.026 -0.132 0.305
```
Positions in Å, forces in eV/Å.

Kohn-Sham gap = 10.65 eV
total charge = +1
LUMO level = -2.758 eV


No. 4
Formula: C3H13N5
Source: the Open Molecules 2025 dataset
Level of theory: the ωB97M-V functional and the def2-TZVPD basis

```
21
Properties=species:S:1:pos:R:3:forces:R:3
C 0.756759 0.173235 -0.021405 -1.333 -0.493 0.422
C -1.396066 -0.704369 0.630447 -0.662 -0.127 0.435
C -0.351379 1.391358 -1.763142 -0.094 0.282 0.063
N 0.084461 0.148710 -1.162368 1.365 0.466 1.251
N 1.455434 -0.994236 0.260406 -0.987 0.693 -0.103
N 0.926056 1.260675 0.884010 0.208 -0.573 -0.906
N -1.317393 -0.634856 1.988878 0.215 -0.264 -0.101
N -1.350419 -1.918466 0.020559 0.239 0.033 -0.102
H 2.081757 0.023636 -1.659128 0.644 -0.128 -0.969
H -2.048076 0.032127 0.178434 0.230 0.079 -0.099
H 1.994403 -1.136744 -0.664467 0.153 0.282 0.683
H 1.947639 -0.972194 1.146849 0.362 0.013 -0.423
H 1.890471 1.351641 1.196060 -0.112 -0.094 -0.126
H 0.621973 2.149822 0.509221 -0.102 -0.055 -0.095
H -0.621595 -1.235540 2.412615 -0.127 0.113 0.043
H -1.402198 0.267212 2.434154 0.118 -0.094 -0.281
H -0.680680 -2.559470 0.431822 -0.065 0.060 -0.001
H -1.134055 -1.805538 -0.968355 -0.054 0.003 0.177
H -0.514951 1.205869 -2.824148 0.031 0.040 0.039
H 0.366975 2.217252 -1.682482 -0.028 -0.159 0.046
H -1.309117 1.739877 -1.347959 0.002 -0.078 0.047
```
Positions in Å, forces in eV/Å.

Kohn-Sham gap (spin up / spin down) = 5.17 / 6.60 eV
LUMO level (spin up / spin down) = 0.191 / 0.650 eV


No. 5
Formula: C3H13NO2
Source: the Open Molecules 2025 dataset
Level of theory: the ωB97M-V functional and the def2-TZVPD basis

```
19
Properties=species:S:1:pos:R:3:forces:R:3
C 1.599515 1.104575 1.127324 -0.723 0.371 -0.455
C 0.661401 0.274841 0.207353 1.387 0.232 0.105
C 0.549652 0.905849 -1.179599 -0.199 0.477 0.630
N 1.185189 -1.093237 0.133199 -0.737 0.091 0.541
H 2.354289 0.461941 1.569784 0.039 -0.001 0.123
H 2.072560 1.901091 0.542112 0.182 -0.099 0.092
H 1.029298 1.613900 1.911440 0.085 -0.167 0.093
H -0.390465 0.213939 0.729507 0.930 -0.023 -0.694
H 1.527855 1.109479 -1.631278 0.127 -0.085 0.202
H 0.029075 0.209659 -1.782404 -0.645 -0.621 -0.831
H -0.032463 1.828800 -1.186550 0.012 0.069 0.117
H 1.997318 -1.154916 -0.464666 -0.042 0.087 -0.256
H 0.422885 -1.681536 -0.201531 0.022 -0.288 -0.011
H -1.026637 -0.065339 1.619327 -0.479 -0.063 0.594
H -3.405621 0.088445 -0.525652 0.419 0.102 0.013
O -2.436088 0.104761 -0.540520 -0.692 -0.052 -0.008
H -2.146103 -0.963055 -0.197173 0.250 0.110 -0.234
H -2.312707 -2.742083 -0.245422 0.030 -0.098 -0.048
O -1.678960 -2.117107 0.114750 0.034 -0.042 0.027
```
Positions in Å, forces in eV/Å.

Kohn-Sham gap (spin up / spin down) = 7.91 / 8.07 eV
total charge = -1
LUMO level (spin up / spin down) = 4.057 / 4.034 eV
multiplicity = 2


No. 6
Formula: C3H13NO2
Source: the Open Molecules 2025 dataset
Level of theory: the ωB97M-V functional and the def2-TZVPD basis

```
19
Properties=species:S:1:pos:R:3:forces:R:3
C 1.079004 -0.902375 -0.805609 -0.001 -0.189 -0.514
C 1.133171 0.511464 -0.265367 -0.253 1.381 -0.215
C 1.992727 0.774228 0.967663 0.520 -0.744 -0.423
N -0.041780 -1.149875 -1.724346 0.180 0.072 0.473
H 2.006318 -1.100347 -1.350972 0.021 -0.138 0.138
H 1.008479 -1.652074 -0.014565 0.051 0.117 0.161
H 1.468393 1.185452 -1.062818 0.368 -0.209 -0.168
H 0.136181 0.962671 -0.148364 -0.211 -0.648 0.444
H 1.958062 -0.073040 1.655417 -0.364 0.201 0.259
H 3.046950 0.813566 0.675546 -0.044 0.236 0.019
H 1.720606 1.703543 1.456949 0.019 -0.021 0.159
H -0.877904 -0.906782 -1.204250 -0.269 -0.111 -0.376
H -0.005584 -0.493729 -2.494811 0.027 0.037 -0.087
H -2.315343 0.748754 2.104875 0.069 0.242 -0.651
H -1.232431 0.081620 1.107617 -0.357 0.712 0.020
O -1.564524 0.163587 2.007240 0.441 -0.836 0.762
H -3.772453 0.195324 -0.593297 0.010 -0.014 -0.070
H -2.834358 -0.639954 0.278888 -0.192 -0.045 -0.082
O -2.905512 -0.222035 -0.589795 -0.015 -0.043 0.151
```
Positions in Å, forces in eV/Å.

SMILES = CCCN.O.O
Kohn-Sham gap = 9.66 eV
LUMO level = 0.483 eV